Below is a structure of composition C6H10O4 at a distorted geometry, with properties calculated with ωB97M-V/def2-TZVPD.

The geometry in ORCA input format:
```
! wB97M-V def2-TZVPD RIJCOSX def2/J DEFGRID3
* xyz 0 1
C 1.198 -0.925 -0.266
C 2.327 -0.303 0.521
C -0.287 -0.994 0.799
O -0.030 -1.133 1.965
H -0.987 -1.636 0.246
H 1.258 -2.016 -0.247
H 1.262 -0.718 -1.335
H 3.294 -0.584 0.100
H 2.304 -0.642 1.557
H 2.263 0.784 0.511
C -1.351 0.209 -1.767
C -1.448 0.801 0.868
C -0.384 0.743 -0.757
O -0.841 1.650 1.699
O -2.643 0.699 0.775
O 0.364 1.654 -0.837
H -1.512 2.155 2.188
H -0.832 0.086 -2.717
H -2.179 0.911 -1.852
H -1.775 -0.741 -1.451
*
```

Computed properties:
- Energy above the lowest of the compared OMol25 structures with the same formula, charge and spin: 4.221 eV
- HOMO-LUMO gap: 8.9330 eV
- HOMO: -0.33378 hartree
- LUMO: -0.1494 eV
- Molecular weight: 146.1 g/mol
- Largest force on an atom: 4.02 eV/A

Atom charges from the Löwdin analysis, given in e for atoms 1 to 6: -0.163, -0.111, -0.279, 0.058, 0.126, 0.100


Below is a structure of composition C18H42N3O2P2V at a distorted geometry, with properties calculated with ωB97M-V/def2-TZVPD.

The geometry in ORCA input format:
```
! wB97M-V def2-TZVPD RIJCOSX def2/J DEFGRID3
* xyz 2 3
V 0.298 -0.583 -0.139
P 1.008 0.663 -2.058
P -0.973 -1.154 1.835
N -1.170 -1.145 -1.143
C 0.081 -0.488 -3.172
H -0.075 0.023 -4.130
H 0.714 -1.376 -3.343
C -1.272 -0.899 -2.568
H -2.041 -0.111 -2.714
H -1.636 -1.814 -3.079
C -2.295 -1.843 -0.554
H -2.586 -2.695 -1.202
H -3.151 -1.136 -0.539
C -1.969 -2.367 0.854
H -1.389 -3.303 0.789
H -2.897 -2.571 1.400
C -2.257 -0.203 2.761
C -1.719 1.052 3.450
H -2.562 1.710 3.707
H -1.038 1.615 2.803
H -1.189 0.818 4.380
C 0.108 -2.072 2.991
C 0.808 -1.132 3.975
H 1.619 -1.672 4.481
H 0.121 -0.760 4.743
H 1.257 -0.267 3.474
C 2.804 0.402 -2.283
C 3.626 1.466 -1.549
H 4.677 1.152 -1.508
H 3.289 1.609 -0.515
H 3.582 2.436 -2.057
C 0.487 2.330 -2.653
C 0.867 3.468 -1.709
H 0.317 4.373 -2.005
H 1.940 3.688 -1.744
H 0.591 3.243 -0.676
C 0.991 0.804 0.880
C -0.594 -3.239 3.676
H -1.335 -2.897 4.404
H -1.104 -3.885 2.958
H 0.151 -3.849 4.202
C 3.205 0.250 -3.747
H 4.248 -0.084 -3.804
H 2.590 -0.493 -4.262
H 3.114 1.195 -4.291
C 0.889 2.674 -4.087
H 0.326 3.562 -4.408
H 1.953 2.927 -4.153
H 0.669 1.878 -4.804
C -3.117 -1.019 3.726
H -2.568 -1.250 4.646
H -3.998 -0.426 4.010
H -3.485 -1.953 3.291
H -2.913 0.125 1.937
H -0.611 2.232 -2.622
H 0.881 -2.490 2.323
H 2.981 -0.564 -1.780
O 1.471 1.655 1.545
H 1.270 -2.022 -0.550
H 1.727 -1.641 0.074
N -3.139 3.073 0.341
C -1.822 2.862 0.541
N -1.179 3.880 1.181
O -1.258 1.807 0.188
H -3.602 3.906 0.679
H -3.640 2.350 -0.169
H -0.221 3.740 1.469
H -1.694 4.665 1.531
*
```

Computed properties:
- HOMO-LUMO gap (spin up / spin down): 6.8298 / 7.5701 eV
- HOMO (spin up / spin down): -0.54517 / -0.56154 hartree
- LUMO (spin up / spin down): -8.0050 / -7.7103 eV
- Molecular weight: 445.4 g/mol
- Largest force on an atom: 9.33 eV/A

Atom charges from the Löwdin analysis, given in e for atoms 1 to 6: 0.417, 1.040, 1.046, -0.255, -0.271, 0.094


Below is a cluster of 5 separate species, C3H14N2O2 in total at a distorted geometry, with properties calculated with ωB97M-V/def2-TZVPD.

The geometry in ORCA input format:
```
! wB97M-V def2-TZVPD RIJCOSX def2/J DEFGRID3
* xyz 0 1
N -0.472 -2.423 1.296
C -1.138 -1.412 -1.472
C -0.437 -0.323 -0.998
C -0.439 0.986 -1.805
N 0.255 2.078 -1.184
H -0.267 -3.418 1.530
H -1.372 -2.220 1.695
H -1.147 -2.300 -0.772
H -1.863 -1.281 -2.268
H -1.926 1.815 0.054
H 0.484 -0.503 -0.371
H -1.454 1.274 -2.031
H 0.013 0.803 -2.760
H -2.335 2.400 0.302
H 1.284 1.942 -1.328
H 2.358 -0.743 2.129
H 0.257 -1.810 1.632
O 1.626 -0.650 1.488
H 0.791 0.716 1.613
H 0.647 1.976 0.643
O 0.641 1.682 1.611
*
```

Computed properties:
- Energy above the lowest of the compared OMol25 structures with the same formula, charge and spin: 9.701 eV
- HOMO-LUMO gap: 4.0223 eV
- HOMO: -0.32179 hartree
- LUMO: -4.7342 eV
- Molecular weight: 110.2 g/mol
- Largest force on an atom: 3.78 eV/A

Atom charges from the Löwdin analysis, given in e for atoms 1 to 6: 0.007, 0.041, -0.140, -0.309, 0.186, 0.041


Below is a structure of composition C20H17CeN5S at a distorted geometry, with properties calculated with ωB97M-V/def2-TZVPD.

The geometry in ORCA input format:
```
! wB97M-V def2-TZVPD RIJCOSX def2/J DEFGRID3
* xyz 2 1
Ce -1.406 -0.342 -1.397
N 1.035 2.993 -3.716
C 0.178 2.301 -2.972
S 0.120 0.547 -3.307
N -0.527 2.903 -2.060
N -1.402 2.058 -1.433
C -2.024 2.583 -0.437
C -3.027 1.822 0.310
C -3.611 2.375 1.436
C -4.575 1.623 2.100
C -4.898 0.363 1.623
C -4.241 -0.123 0.505
N -3.316 0.588 -0.153
H 1.602 2.561 -4.424
H 1.087 3.994 -3.599
H -1.809 3.603 -0.134
H -3.333 3.364 1.769
H -5.070 2.021 2.976
H -5.649 -0.247 2.104
H -4.478 -1.109 0.118
N -0.272 -0.190 0.301
C 0.867 -0.802 0.498
C 1.871 -0.389 1.446
C 2.861 -1.293 1.856
C 3.806 -0.901 2.785
C 3.778 0.393 3.290
C 2.799 1.297 2.886
C 1.840 0.908 1.975
C 1.025 -1.937 -0.449
C 2.183 -2.082 -1.217
C 2.221 -3.024 -2.232
C 1.122 -3.834 -2.491
C -0.029 -3.713 -1.725
C -0.080 -2.758 -0.711
H 2.874 -2.305 1.472
H 4.563 -1.597 3.118
H 4.525 0.703 4.009
H 2.795 2.301 3.287
H 1.075 1.602 1.652
H 3.034 -1.439 -1.034
H 3.117 -3.131 -2.828
H 1.174 -4.576 -3.277
H -0.866 -4.381 -1.889
H -0.936 -2.730 -0.030
*
```

Computed properties:
- Energy above the lowest of the compared OMol25 structures with the same formula, charge and spin: 0.000 eV
- HOMO-LUMO gap (spin up / spin down): 6.6570 / 6.6451 eV
- HOMO (spin up / spin down): -0.53240 / -0.53240 hartree
- LUMO (spin up / spin down): -7.8303 / -7.8422 eV
- Molecular weight: 499.6 g/mol
- Largest force on an atom: 1.04 eV/A

Atom charges from the Löwdin analysis, given in e for atoms 1 to 6: 1.163, 0.132, -0.741, 0.685, 0.036, -0.159


Below is a structure of composition C20H46CrN3OP2S at a distorted geometry, with properties calculated with ωB97M-V/def2-TZVPD.

The geometry in ORCA input format:
```
! wB97M-V def2-TZVPD RIJCOSX def2/J DEFGRID3
* xyz 2 4
Cr -0.096 -0.004 -0.626
P -0.030 -2.317 -1.176
P -0.032 2.314 -0.932
N 0.131 0.100 -2.792
C 0.069 -2.373 -3.005
H 0.756 -3.164 -3.317
H -0.926 -2.617 -3.415
C 0.587 -1.073 -3.605
H 1.690 -1.041 -3.709
H 0.137 -0.908 -4.601
C 0.577 1.341 -3.480
H 0.114 1.286 -4.483
H 1.684 1.327 -3.605
C 0.068 2.575 -2.739
H -0.928 2.865 -3.120
H 0.761 3.392 -2.960
C 1.425 3.240 -0.303
C 1.713 2.932 1.163
H 2.595 3.505 1.471
H 1.943 1.875 1.325
H 0.883 3.211 1.817
C -1.603 3.154 -0.430
C -1.681 3.346 1.090
H -2.708 3.650 1.336
H -1.000 4.139 1.439
H -1.476 2.410 1.629
C -1.591 -3.216 -0.745
C -1.660 -3.608 0.736
H -2.680 -3.970 0.930
H -1.488 -2.745 1.395
H -0.958 -4.421 0.981
C 1.439 -3.289 -0.641
C 1.723 -3.142 0.851
H 2.610 -3.742 1.092
H 0.892 -3.499 1.469
H 1.950 -2.108 1.128
C 1.782 -0.019 -0.440
O 2.957 -0.033 -0.345
C -1.903 4.465 -1.173
H -1.192 5.259 -0.901
H -1.904 4.343 -2.263
H -2.909 4.789 -0.873
C -1.897 -4.431 -1.632
H -2.895 -4.796 -1.356
H -1.919 -4.189 -2.701
H -1.182 -5.249 -1.465
C 1.396 -4.762 -1.038
H 2.384 -5.195 -0.844
H 0.680 -5.333 -0.439
H 1.183 -4.926 -2.097
C 1.380 4.746 -0.541
H 0.666 5.251 0.116
H 2.368 5.158 -0.309
H 1.162 5.020 -1.576
H 2.247 2.823 -0.907
H 2.258 -2.805 -1.199
H -2.353 2.396 -0.725
H -2.348 -2.432 -0.940
H -0.851 0.093 -2.942
H -1.575 0.071 -0.817
C -1.185 0.906 5.109
N -1.428 0.094 3.901
C -0.520 -0.070 2.901
S -1.223 -0.219 1.292
N 0.785 -0.200 3.164
C 1.289 -0.718 4.440
H -0.126 1.133 5.240
H -1.549 0.336 5.978
H -1.764 1.836 5.040
H -2.390 0.131 3.558
H 1.393 -0.342 2.332
H 2.025 -1.501 4.240
H 1.793 0.084 5.001
H 0.472 -1.137 5.043
*
```

Computed properties:
- HOMO-LUMO gap (spin up / spin down): 8.3977 / 7.5858 eV
- HOMO (spin up / spin down): -0.51529 / -0.54205 hartree
- LUMO (spin up / spin down): -5.6240 / -7.1641 eV
- Molecular weight: 490.6 g/mol
- Largest force on an atom: 8.35 eV/A

Atom charges from the Löwdin analysis, given in e for atoms 1 to 6: -0.041, 1.008, 1.000, -0.192, -0.267, 0.099